# 1
One molecule with the formula CH6NOPS2 at a distorted geometry, computed with wB97M-V/def2-TZVPD.

Last column: natural (NBO) charge in e.
Positions of all 12 atoms, in Å:
S (-1.27362, 0.58842, -0.34845)  0.0554
S (1.43573, -1.66613, 0.16686)  -0.5310
P (0.68272, 0.11172, 0.18815)  1.4698
O (1.45948, 1.01162, -1.20032)  -1.0680
N (1.13082, 1.11278, 1.41300)  -1.1867
C (-1.91727, -0.97984, -0.38387)  -0.8230
H (-2.50163, -1.17914, -1.33193)  0.2361
H (-2.72709, -1.03966, 0.35983)  0.2256
H (0.88091, 2.14422, 1.18186)  0.4164
H (2.12847, 0.63313, -1.88166)  0.5159
H (-1.22248, -1.78469, -0.10660)  0.2725
H (1.92397, 1.04757, 1.94313)  0.4169

Calculated values
molar mass = 143.2 u
SMILES = CS[P@](N)(O)=S
relative energy (zero: lowest compared OMol25 entry of this formula, charge and spin) = 19.8 kcal per mole
energy = -1309.455012 hartree
highest occupied orbital energy = -9.14 eV
LUMO energy = 0.488 eV

# 2
C39H48CdP2Si as an isolated structure at a distorted geometry, computed with wB97M-V/def2-TZVPD.

Last column: Mulliken charge in e.
Positions of all 91 atoms, in Å:
Cd (0.74048, -1.32613, 5.25974)  0.6910
P (2.01163, 0.35852, -5.05877)  0.0261
P (0.10002, -2.21688, -4.80499)  -0.0268
Si (0.30854, -0.22356, 8.78133)  0.5041
C (2.08996, 1.75045, -3.87634)  0.4633
C (-1.86633, -3.31975, -3.04631)  -0.4633
C (3.41064, 2.92083, -2.21118)  -0.5187
C (-0.86496, 2.60097, 4.38936)  -0.4004
C (3.06711, 0.91618, -8.98849)  -0.5047
C (-1.60565, 1.53159, 2.22647)  -0.1988
C (-0.61025, 2.17455, 3.14138)  -0.4046
C (3.22297, 2.43504, -6.64495)  -0.3110
C (0.26161, 0.45000, -5.51967)  -0.4801
C (-1.20650, -1.56908, -0.96448)  -0.2015
C (3.23010, 1.81848, -3.05298)  -0.5193
C (2.45306, 3.94655, -2.17701)  -0.5371
C (2.19973, -0.21037, 4.14131)  -1.2975
C (-1.94038, -3.12785, -6.58451)  0.0572
C (-2.73269, 0.69625, 2.88705)  -0.9412
C (-2.32481, -2.40534, -0.84713)  -0.4172
C (-2.55180, -4.11482, -7.36232)  -0.6512
C (-0.78046, -5.66549, -6.79973)  -0.5121
C (1.33818, -0.44082, 7.23590)  -1.2665
C (-2.45368, 0.07804, 5.31767)  -0.5782
C (-1.41949, -0.97367, 8.90702)  -0.9614
C (1.30715, 3.85212, -2.97261)  -0.6623
C (2.72937, 1.12509, -6.58769)  0.3347
C (3.53217, 3.01681, -7.88081)  -0.5303
C (-0.74683, -3.40638, -5.90464)  0.3368
C (-0.14893, -4.67424, -6.03977)  -0.3183
C (1.09999, 2.73646, -3.78714)  0.0237
C (-0.19404, 1.59412, 9.00088)  -1.1407
C (-2.64877, -3.28294, -1.88795)  -0.5933
C (-2.21695, 2.64976, 5.04272)  -1.1001
C (-2.64711, 1.44598, 5.90896)  0.7793
C (-2.32469, -0.20105, 4.01707)  -0.4198
C (3.45600, 2.26124, -9.05771)  -0.4543
C (2.70423, 0.34753, -7.76498)  -0.4233
C (-0.82934, -2.39099, -3.21684)  0.4743
C (-0.53791, -0.64850, -5.46469)  -0.5715
C (-0.46427, -1.54670, -2.14678)  -0.7423
C (-1.98558, -5.38939, -7.46619)  -0.4587
C (1.40737, -0.78402, 10.21864)  -1.0712
H (-1.03624, 1.88458, 8.36122)  0.3164
H (0.64395, 2.27730, 8.81111)  0.3138
H (-0.50177, 1.72200, 10.04876)  0.2952
H (3.69381, 2.71415, -10.02162)  0.3534
H (-2.47521, -6.16283, -8.06355)  0.3650
H (-2.10184, 1.48704, 6.86130)  -0.9418
H (3.02984, 0.31046, -9.89462)  0.3639
H (0.89121, -0.63880, 11.17431)  0.2860
H (2.34979, -0.21572, 10.25828)  0.2907
H (-1.87678, -1.15240, 3.68133)  0.4752
H (1.98444, 0.85512, 4.02915)  0.2832
H (-1.07435, 0.90942, 1.48985)  -0.1031
H (-1.57999, -0.59923, -5.79973)  0.4084
H (-0.09880, 1.40061, -5.93460)  0.7657
H (-2.07875, -4.05925, -3.82399)  0.2837
H (-1.75207, -0.85498, 9.95000)  0.3255
H (-2.40665, -2.14619, -6.50830)  0.1180
H (-0.33097, -6.65272, -6.87153)  0.3864
H (-3.70937, 1.60551, 6.17464)  0.3117
H (2.34782, -0.66499, 3.15188)  0.3278
H (1.67226, -1.84938, 10.13358)  0.3027
H (-0.04534, 2.98059, 5.01347)  0.3741
H (2.37091, -0.69327, -7.71966)  0.3700
H (0.39422, -0.87302, -2.25266)  0.3642
H (-3.00724, 2.83885, 4.30379)  0.4157
H (0.39301, 2.31134, 2.70778)  0.4838
H (-0.91415, -0.92310, -0.13422)  0.3791
H (-3.53657, 1.37292, 3.19388)  0.4667
H (0.80116, -4.87680, -5.54011)  0.3652
H (-3.47912, -3.87886, -7.88514)  0.3795
H (-3.14170, 0.05243, 2.09152)  0.4649
H (3.82163, 4.06677, -7.92628)  0.3708
H (2.60216, 4.81372, -1.53021)  0.3937
H (-2.17574, 3.50790, 5.73698)  0.4794
H (-2.44781, -0.73097, 6.07040)  0.4979
H (3.96879, 1.01375, -3.08525)  0.3657
H (0.56160, 4.64711, -2.96507)  0.4004
H (2.27908, -0.96880, 7.44876)  0.6167
H (4.30131, 2.98056, -1.59008)  0.4046
H (-2.93794, -2.37118, 0.05441)  0.3808
H (1.64958, 0.58683, 6.96809)  0.4030
H (3.33725, 3.02227, -5.72751)  0.2783
H (-3.51492, -3.93774, -1.80303)  0.3640
H (3.08097, -0.35870, 4.78163)  0.3296
H (0.17532, 2.64258, -4.35832)  0.3012
H (-2.14066, -0.44996, 8.26488)  0.2027
H (-1.43272, -2.04514, 8.67160)  0.2917
H (-2.12233, 2.31156, 1.64404)  0.3158

Calculated values
molar mass = 719.3 u
relative energy (zero: lowest compared OMol25 entry of this formula, charge and spin) = 39.2 kcal per mole
energy = -2654.661144 hartree
highest occupied orbital energy = -7.43 eV
LUMO energy = -0.716 eV

# 3
C18H12N4NaO5 as an isolated structure at a distorted geometry, computed with wB97M-V/def2-TZVPD.

Last column: natural (NBO) charge in e.
Positions of all 40 atoms, in Å:
Na (-1.72372, 2.47552, 1.89804)  0.9336
O (-1.93966, 1.21244, 3.64606)  -0.8243
O (-0.97458, -0.57371, 4.64123)  -0.7186
O (-0.45756, 3.39213, 0.29867)  -0.8035
O (1.52240, 3.10500, -0.75786)  -0.7490
O (3.42144, -0.86011, 1.96855)  -0.6732
N (-2.42317, 0.77587, 0.25784)  -0.4280
N (2.24355, -2.10884, -1.79941)  -0.4655
N (0.16428, 1.57995, 2.10665)  -0.5195
N (3.21006, 0.04938, -2.06130)  -0.4678
C (-3.30773, -0.90520, -1.75705)  -0.1489
C (1.98175, 0.57648, -2.12394)  0.0835
C (2.21247, 1.02120, 1.09867)  -0.3420
C (1.32910, -0.29975, 2.92793)  -0.3023
C (-2.12088, -1.18492, -1.08831)  -0.1239
C (0.68702, 2.89244, 0.13793)  0.7433
C (0.84397, -0.20576, -2.03199)  -0.2911
C (0.23916, 0.55980, 2.94823)  0.1146
C (-1.36512, -2.40124, -1.44130)  -0.1745
C (-4.02226, 0.23277, -1.43463)  -0.2608
C (-0.07186, -2.56400, -1.71961)  -0.1899
C (-1.01479, 0.37621, 3.85237)  0.7376
C (1.01617, -1.57272, -1.83860)  0.1886
C (1.07054, 1.80140, 1.17211)  0.1196
C (-1.73658, -0.31373, -0.06803)  0.0699
C (3.26145, -1.26981, -1.91116)  0.2417
C (-3.53387, 1.04339, -0.42373)  0.0420
C (2.32999, -0.03468, 1.99776)  0.3321
H (3.98005, -0.58324, 1.23282)  0.4768
H (4.25211, -1.71394, -1.88024)  0.1669
H (-4.93421, 0.49291, -1.95428)  0.2149
H (0.27461, -3.57399, -1.90540)  0.2200
H (-1.97667, -3.29775, -1.49454)  0.2074
H (-0.13211, 0.25170, -2.08214)  0.2328
H (-3.65221, -1.56932, -2.54166)  0.2090
H (2.96662, 1.22885, 0.35256)  0.2356
H (1.38399, -1.14057, 3.60418)  0.2453
H (1.89738, 1.65735, -2.18641)  0.2626
H (-0.83165, -0.49586, 0.50428)  0.2184
H (-4.06947, 1.94433, -0.14429)  0.1865

Calculated values
molar mass = 387.3 u
net charge = -1
energy = -1450.845483 hartree
highest occupied orbital energy = -5.48 eV
LUMO energy = 2.124 eV